Entry 1:
Density functional theory data (the ωB97M-V functional and the def2-TZVPD basis) for a 2-piece molecular cluster, C31H34N2O2S overall.

The geometry in XYZ format:
```
70
Properties=species:S:1:pos:R:3
C 4.362 -0.982 5.734
C 3.555 -0.092 6.659
N 2.354 0.391 6.022
C 1.768 1.553 6.651
C 0.745 2.208 5.742
C -0.333 1.200 5.355
C 0.255 -0.108 4.922
C 1.593 -0.449 5.263
C 2.135 -1.675 4.766
C 1.429 -2.431 3.851
C 0.126 -2.052 3.398
C -0.497 -2.760 2.338
C -1.770 -2.453 1.785
C -2.567 -3.461 1.161
C -3.858 -3.213 0.728
C -4.457 -1.936 0.944
N -5.717 -1.670 0.493
C -6.333 -2.524 -0.495
C -6.092 -3.991 -0.190
C -4.609 -4.283 0.002
C -6.240 -0.323 0.526
C -5.825 0.392 1.800
C -4.307 0.397 1.934
C -3.694 -0.925 1.596
C -2.361 -1.155 1.881
C -0.482 -0.979 4.136
C 3.504 -2.109 5.171
H 4.779 -0.388 4.913
H 5.196 -1.413 6.292
H 3.302 -0.658 7.575
H 4.143 0.780 6.964
H 1.284 1.277 7.606
H 2.578 2.252 6.887
H 0.297 3.061 6.256
H 1.237 2.584 4.837
H -1.028 1.064 6.199
H -0.925 1.612 4.529
H 1.870 -3.366 3.484
H -0.002 -3.668 1.999
H -2.168 -4.482 1.094
H -7.406 -2.302 -0.503
H -5.943 -2.294 -1.505
H -6.645 -4.279 0.710
H -6.471 -4.590 -1.020
H -4.150 -4.418 -0.990
H -4.482 -5.238 0.526
H -5.890 0.255 -0.349
H -7.333 -0.384 0.459
H -6.204 1.417 1.781
H -6.263 -0.112 2.669
H -3.882 1.182 1.288
H -4.038 0.668 2.962
H -1.767 -0.320 2.259
H -1.566 -0.849 4.112
H 4.002 -2.557 4.304
H 3.424 -2.904 5.929
C 0.308 -2.382 -5.224
C 0.577 -3.628 -4.644
C 0.964 -3.705 -3.301
C 0.980 -2.551 -2.536
S 1.310 -2.674 -0.712
O 2.764 -2.731 -0.631
O 0.623 -1.541 -0.099
C 0.826 -1.302 -3.108
C 0.452 -1.220 -4.459
H -0.004 -2.317 -6.272
H 0.472 -4.539 -5.231
H 1.220 -4.658 -2.844
H 0.964 -0.393 -2.530
H 0.252 -0.242 -4.895
```

Summary:
Gap between HOMO and LUMO   3.76 eV
2S+1   1
Net charge   0
DFT total energy   -50607.474 eV
HOMO   -5.390 eV

Here are the natural (NBO) charges for atoms 1 to 4, given in e: C -0.40; C -0.20; N -0.41; C -0.20

***

Entry 2:
Density functional theory data (the ωB97M-V functional and the def2-TZVPD basis) for C5H5CuO as an isolated structure.

The geometry in XYZ format:
```
12
Properties=species:S:1:pos:R:3
C -2.762 0.076 1.621
C -2.383 0.056 0.384
C -2.009 -0.617 -0.795
O -0.876 -0.471 -1.320
Cu 0.824 -0.194 -0.879
H -3.523 0.791 1.957
H -2.318 -0.593 2.367
H -2.788 -1.124 -1.382
C 2.760 0.262 -0.644
C 3.997 0.530 -0.484
H 4.320 1.263 0.272
H 4.758 0.021 -1.096
```

Summary:
Gap between HOMO and LUMO (spin up / spin down)   7.94 / 6.24 eV
2S+1   3
Net charge   +2
DFT total energy   -51926.862 eV
HOMO (spin up / spin down)   -18.473 / -19.572 eV

Here are the natural (NBO) charges for atoms 1 to 4, given in e: C -0.34; C 0.14; C 0.29; O -0.66

***

Entry 3:
Density functional theory data (the ωB97M-V functional and the def2-TZVPD basis) for a 12-piece molecular cluster, C40H114N10O12 overall.

The geometry in XYZ format:
```
176
Properties=species:S:1:pos:R:3
C -6.303 -21.129 3.049
O -6.550 -21.859 4.220
C -5.572 -21.711 5.265
C -6.113 -22.257 6.559
C -7.488 -21.714 6.978
N -5.231 -21.870 7.654
H -6.175 -20.079 3.337
H -7.112 -21.146 2.354
H -5.395 -21.461 2.528
H -4.686 -22.224 4.946
H -5.282 -20.612 5.301
H -6.231 -23.357 6.443
H -7.373 -20.623 7.035
H -7.728 -22.160 7.942
H -8.292 -21.831 6.264
H -4.251 -22.029 7.420
H -5.537 -22.327 8.539
C -9.891 -24.924 10.409
O -10.026 -23.731 11.138
C -8.966 -23.666 12.029
C -9.292 -22.598 13.063
C -8.068 -22.467 13.965
N -10.500 -22.772 13.856
H -9.609 -25.844 10.928
H -9.065 -24.786 9.731
H -10.804 -25.160 9.863
H -8.760 -24.598 12.525
H -8.011 -23.368 11.552
H -9.327 -21.715 12.389
H -7.190 -22.294 13.398
H -7.837 -23.350 14.527
H -8.182 -21.555 14.559
H -11.328 -22.821 13.306
H -10.540 -23.617 14.415
C -15.142 -26.806 -1.732
O -13.934 -26.267 -2.296
C -12.874 -26.151 -1.329
C -12.876 -24.933 -0.401
C -12.692 -23.578 -1.023
N -11.724 -25.236 0.522
H -15.718 -27.328 -2.499
H -15.734 -26.040 -1.200
H -14.828 -27.551 -0.999
H -12.853 -27.081 -0.652
H -11.957 -26.157 -2.000
H -13.816 -24.790 0.234
H -13.425 -23.409 -1.834
H -11.715 -23.422 -1.357
H -12.969 -22.886 -0.241
H -12.029 -25.992 1.152
H -11.315 -24.449 0.970
C -5.516 -25.549 0.142
O -6.206 -25.238 -0.998
C -7.635 -25.297 -0.696
C -8.425 -24.887 -1.919
C -8.362 -25.948 -3.015
N -7.944 -23.530 -2.308
H -5.871 -24.945 0.985
H -4.428 -25.538 0.008
H -5.764 -26.557 0.537
H -7.827 -26.342 -0.386
H -7.807 -24.675 0.155
H -9.470 -24.793 -1.599
H -8.681 -26.920 -2.685
H -7.329 -25.957 -3.501
H -9.019 -25.663 -3.851
H -6.961 -23.525 -2.459
H -8.286 -23.270 -3.257
C -13.482 -21.948 5.050
O -12.989 -22.784 4.052
C -12.494 -22.013 2.997
C -10.985 -22.024 2.940
C -10.414 -21.509 1.621
N -10.544 -23.389 3.092
H -12.679 -21.335 5.436
H -13.785 -22.578 5.938
H -14.206 -21.284 4.639
H -12.780 -22.482 2.061
H -12.983 -20.999 3.006
H -10.561 -21.359 3.807
H -10.629 -22.141 0.734
H -9.334 -21.568 1.797
H -10.796 -20.520 1.278
H -11.081 -23.777 3.909
H -9.553 -23.428 3.447
C -8.379 -32.904 0.360
O -8.333 -31.562 0.791
C -9.372 -30.722 0.228
C -9.093 -29.266 0.455
C -10.146 -28.415 -0.161
N -7.746 -28.904 -0.041
H -7.907 -33.134 -0.631
H -9.403 -33.204 0.405
H -7.803 -33.561 1.019
H -9.492 -30.885 -0.834
H -10.386 -31.053 0.683
H -9.131 -29.130 1.552
H -11.225 -28.753 0.091
H -10.108 -28.439 -1.300
H -10.095 -27.301 0.085
H -7.054 -29.651 0.312
H -7.635 -28.973 -1.049
C -3.040 -26.429 9.248
O -2.486 -25.931 8.116
C -3.393 -26.219 7.065
C -2.950 -25.804 5.710
C -1.715 -26.634 5.352
N -2.809 -24.342 5.741
H -3.353 -27.462 9.201
H -4.007 -25.905 9.466
H -2.325 -26.360 10.069
H -3.426 -27.280 7.121
H -4.334 -25.771 7.295
H -3.712 -26.086 4.969
H -1.888 -27.692 5.500
H -0.852 -26.380 5.990
H -1.273 -26.553 4.356
H -2.336 -24.026 4.920
H -2.327 -24.034 6.561
C -6.516 -30.535 5.743
O -5.527 -30.359 4.741
C -5.965 -30.688 3.426
C -4.921 -30.291 2.442
C -4.880 -28.751 2.535
N -5.298 -30.741 1.075
H -7.004 -31.559 5.677
H -7.326 -29.735 5.621
H -5.957 -30.408 6.738
H -6.203 -31.765 3.426
H -6.929 -30.124 3.291
H -3.979 -30.800 2.758
H -4.595 -28.415 3.547
H -5.837 -28.282 2.328
H -4.155 -28.345 1.800
H -4.477 -30.934 0.512
H -5.806 -31.629 1.156
C -10.919 -29.842 4.330
O -12.063 -29.105 4.754
C -12.203 -28.901 6.145
C -13.140 -27.709 6.290
C -14.406 -27.942 5.409
N -12.488 -26.487 5.844
H -10.010 -29.302 4.381
H -11.132 -30.111 3.304
H -10.788 -30.691 4.928
H -12.585 -29.858 6.656
H -11.301 -28.555 6.593
H -13.382 -27.583 7.361
H -15.134 -27.147 5.590
H -14.944 -28.881 5.510
H -14.094 -27.790 4.400
H -11.719 -26.141 6.349
H -12.203 -26.393 4.837
C -8.366 -25.490 3.126
O -9.275 -26.175 4.011
C -8.767 -26.828 5.133
C -8.383 -25.915 6.274
C -8.006 -26.781 7.511
N -9.605 -25.195 6.491
H -8.964 -25.201 2.234
H -7.617 -26.210 2.842
H -7.888 -24.602 3.559
H -9.562 -27.511 5.398
H -7.836 -27.460 4.927
H -7.565 -25.300 5.972
H -7.899 -26.134 8.403
H -7.051 -27.360 7.429
H -8.834 -27.417 7.752
H -9.939 -24.877 5.603
H -9.539 -24.429 7.183
O -11.403 -27.708 2.355
H -11.790 -28.102 3.136
H -10.766 -27.042 2.656
O -3.612 -32.497 5.430
H -3.651 -33.372 4.935
H -4.281 -31.855 5.121
```

Summary:
Gap between HOMO and LUMO   8.81 eV
2S+1   1
Net charge   0
DFT total energy   -82792.406 eV
HOMO   -8.501 eV
Structure (SMILES)   COC[C@H](C)N.COC[C@H](C)N.COC[C@H](C)N.COC[C@H](C)N.COC[C@H](C)N.COC[C@H](C)N.COC[C@H](C)N.COC[C@H](C)N.COC[C@H](C)N.COC[C@H](C)N.O.O

Here are the Löwdin charges for atoms 1 to 4, given in e: C -0.11; O -0.21; C -0.19; C -0.46

***

Entry 4:
Density functional theory data (the ωB97M-V functional and the def2-TZVPD basis) for C44H45BrN6O5S3SiTa as an isolated structure.

The geometry in XYZ format:
```
106
Properties=species:S:1:pos:R:3
Ta -0.086 1.300 -1.130
O -3.460 3.267 -3.111
C -2.339 2.929 -2.746
N -1.970 1.809 -2.109
C -2.967 0.878 -1.760
C -4.292 1.154 -1.458
C -5.138 0.100 -1.149
C -4.658 -1.204 -1.146
C -3.322 -1.476 -1.405
C -2.465 -0.423 -1.691
N -1.085 -0.460 -1.963
C -0.543 -1.588 -2.470
O -1.022 -2.717 -2.469
C 0.689 -1.353 -3.308
C 1.450 -2.436 -3.738
C 2.443 -2.206 -4.669
C 2.623 -0.914 -5.149
C 1.838 0.099 -4.632
N 0.892 -0.109 -3.717
C -1.172 3.816 -3.034
C -1.362 5.003 -3.720
C -0.261 5.793 -3.985
C 0.979 5.354 -3.555
C 1.073 4.151 -2.875
N 0.014 3.377 -2.606
H -4.649 2.171 -1.483
H -6.174 0.302 -0.913
H -5.327 -2.026 -0.922
H -2.933 -2.476 -1.389
H 1.217 -3.419 -3.359
H 3.059 -3.019 -5.033
H 3.368 -0.690 -5.899
H 1.978 1.126 -4.946
H -2.368 5.261 -4.018
H -0.366 6.730 -4.515
H 1.876 5.928 -3.733
H 2.026 3.792 -2.538
S 1.239 2.590 0.820
C 2.807 3.054 0.303
C 3.630 3.913 1.044
C 4.879 4.276 0.575
C 5.689 5.167 1.364
N 6.326 5.873 2.006
C 5.348 3.786 -0.654
C 4.543 2.924 -1.389
C 3.293 2.551 -0.912
S 2.316 1.439 -1.837
C 6.631 4.159 -1.176
N 7.662 4.451 -1.594
H 3.283 4.300 1.991
H 4.900 2.536 -2.332
C -2.693 -4.839 0.355
C -2.249 -3.937 1.499
C -1.423 -4.745 2.493
C -3.436 -3.295 2.200
O -1.468 -2.887 0.898
Si -0.241 -2.057 1.572
S 0.496 -0.389 0.508
O 1.062 -3.024 1.800
C 1.981 -3.672 0.918
C 2.583 -4.807 1.737
C 3.069 -2.691 0.498
C 1.246 -4.221 -0.297
O -0.725 -1.616 3.066
C -0.101 -0.869 4.128
C -0.494 0.590 3.993
C 1.413 -1.023 4.087
C -0.665 -1.470 5.410
H -3.350 -5.624 0.731
H -1.831 -5.303 -0.119
H -3.221 -4.273 -0.406
H -2.039 -5.549 2.900
H -1.079 -4.128 3.319
H -0.554 -5.190 2.009
H -4.098 -4.064 2.601
H -3.996 -2.675 1.504
H -3.095 -2.664 3.020
H 3.128 -4.408 2.591
H 3.272 -5.396 1.130
H 1.797 -5.464 2.107
H 3.522 -2.234 1.377
H 2.680 -1.897 -0.136
H 3.845 -3.224 -0.054
H 0.546 -5.006 -0.009
H 1.962 -4.639 -1.006
H 0.678 -3.444 -0.802
H -0.147 1.000 3.047
H -0.053 1.178 4.798
H -1.577 0.698 4.041
H 1.830 -0.559 3.195
H 1.695 -2.074 4.094
H 1.849 -0.532 4.959
H -1.754 -1.419 5.398
H -0.302 -0.926 6.282
H -0.368 -2.514 5.502
Br -4.576 4.744 2.822
C -3.274 3.824 1.783
C -2.365 4.554 1.032
C -1.408 3.885 0.292
C -1.359 2.485 0.245
C -2.285 1.791 1.018
C -3.238 2.449 1.794
H -2.394 5.636 1.043
H -0.682 4.478 -0.251
H -2.286 0.708 1.031
H -3.945 1.885 2.386
```

Summary:
Gap between HOMO and LUMO   6.55 eV
2S+1   1
Net charge   -1
DFT total energy   -177525.697 eV
HOMO   -5.249 eV

Here are the Löwdin charges for atoms 1 to 4, given in e: Ta 1.33; O 0.05; C -0.46; N -0.05

***

Entry 5:
Density functional theory data (the ωB97M-V functional and the def2-TZVPD basis) for one molecule with the formula C5H7N3.

The geometry in XYZ format:
```
15
Properties=species:S:1:pos:R:3
H -0.758 -2.636 0.013
N -1.095 -1.685 -0.086
C -0.104 -0.925 -0.115
C 1.347 -1.414 -0.337
C -0.281 0.495 0.131
N 0.678 1.392 0.410
C -0.073 2.530 0.534
C -1.414 2.334 0.345
N -1.513 1.000 0.078
H 1.313 -2.361 0.067
H 2.221 -0.872 0.077
H 1.518 -1.296 -1.399
H 0.374 3.437 0.923
H -2.315 2.948 0.501
H -2.373 0.333 0.144
```

Summary:
Gap between HOMO and LUMO   9.64 eV
2S+1   1
Net charge   0
DFT total energy   -9768.130 eV
HOMO   -8.731 eV
Structure (SMILES)   [H]/N=C(\C)c1ncc[nH]1

Here are the natural (NBO) charges for atoms 1 to 4, given in e: H 0.34; N -0.65; C 0.30; C -0.68

***

Entry 6:
Density functional theory data (the ωB97M-V functional and the def2-TZVPD basis) for a 2-piece molecular cluster, CHCl4P overall.

The geometry in XYZ format:
```
7
Properties=species:S:1:pos:R:3
C -0.776 -0.453 -0.542
P 0.398 1.219 0.877
Cl -2.134 0.284 -1.319
Cl 0.489 -1.016 -1.543
Cl 0.709 -0.261 2.204
Cl 2.201 1.439 0.090
H -0.886 -1.211 0.233
```

Summary:
Gap between HOMO and LUMO   8.19 eV
2S+1   1
Net charge   0
DFT total energy   -60431.446 eV
HOMO   -8.663 eV

Here are the natural (NBO) charges for atoms 1 to 4, given in e: C -0.44; P 0.69; Cl 0.04; Cl 0.03

***

Entry 7:
Density functional theory data (the ωB97M-V functional and the def2-TZVPD basis) for a 2-piece molecular cluster, C4H12NO2S overall.

The geometry in XYZ format:
```
20
Properties=species:S:1:pos:R:3
C 0.457 2.009 -0.338
O 0.455 1.877 1.027
C -0.666 1.268 -1.100
C -0.701 -0.284 -1.043
C 0.569 -0.917 -0.538
S 0.365 -2.695 -0.273
N -1.970 1.767 -0.612
H 0.251 3.069 -0.601
H 1.457 1.815 -0.795
H -0.546 1.595 -2.145
H -1.549 -0.508 -0.384
H -1.044 -0.634 -2.018
H 0.851 -0.441 0.392
H 1.378 -0.720 -1.249
H 1.142 -2.780 0.813
H -1.817 1.924 0.385
H -2.164 2.682 -1.023
H 1.853 -0.112 2.467
H 0.670 0.731 1.855
O 0.894 -0.084 2.518
```

Summary:
Gap between HOMO and LUMO   7.13 eV
2S+1   1
Net charge   -1
DFT total energy   -20763.401 eV
HOMO   -3.838 eV

Here are the natural (NBO) charges for atoms 1 to 4, given in e: C -0.04; O -0.94; C -0.06; C -0.42

***

Entry 8:
Density functional theory data (the ωB97M-V functional and the def2-TZVPD basis) for one molecule with the formula C2N2O.

The geometry in XYZ format:
```
5
Properties=species:S:1:pos:R:3
C -1.135 0.310 0.026
C 0.091 0.996 -0.059
N -1.616 -0.744 -0.001
N 1.679 -0.725 -0.034
O 0.981 0.163 0.068
```

Summary:
Gap between HOMO and LUMO (spin up / spin down)   8.44 / 8.44 eV
2S+1   1
Net charge   0
DFT total energy   -7092.534 eV
HOMO (spin up / spin down)   -9.987 / -9.980 eV

Here are the natural (NBO) charges for atoms 1 to 4, given in e: C 0.14; C 0.03; N -0.24; N 0.10

***

The records above give, respectively, strongest force on any atom values of 4.28 2.42 3.21 0.93 3.14 3.34 1.32 4.11 eV Å⁻¹.